Record 1
Formula: C37H61NO27
Source: the Open Molecules 2025 dataset
Level of theory: wB97M-V/def2-TZVPD

Geometry (Å):
C: 13.57 11.50 -3.89
C: 12.61 10.66 -4.73
C: 12.70 10.76 -6.23
O: 13.51 9.64 -6.58
C: 13.47 8.76 -5.58
O: 13.97 7.66 -5.63
O: 12.99 9.29 -4.54
H: 14.61 11.28 -4.01
H: 13.37 11.32 -2.85
H: 13.33 12.53 -4.13
H: 11.58 10.84 -4.40
H: 13.10 11.69 -6.59
H: 11.69 10.62 -6.70
C: 12.89 17.96 -1.44
C: 12.04 18.19 -2.70
C: 10.69 17.46 -2.58
O: 9.83 18.53 -2.32
C: 10.36 19.72 -2.58
O: 9.75 20.78 -2.49
O: 11.62 19.55 -2.88
H: 13.54 18.87 -1.23
H: 13.57 17.10 -1.47
H: 12.25 18.02 -0.58
H: 12.61 17.91 -3.61
H: 10.71 16.68 -1.85
H: 10.42 17.08 -3.62
C: 16.85 13.24 -2.90
C: 15.53 14.03 -2.66
C: 15.79 15.42 -2.18
O: 15.30 16.22 -3.21
C: 14.75 15.42 -4.12
O: 14.10 15.80 -5.03
O: 14.96 14.16 -3.91
H: 17.60 13.78 -3.49
H: 16.73 12.26 -3.38
H: 17.29 12.91 -1.97
H: 14.86 13.56 -1.94
H: 16.88 15.56 -1.98
H: 15.29 15.73 -1.26
C: 8.49 13.91 -11.48
C: 8.62 14.72 -12.79
C: 9.02 13.80 -14.01
O: 7.86 13.92 -14.78
C: 7.05 14.73 -14.35
O: 6.04 15.05 -14.99
O: 7.36 15.22 -13.18
H: 9.51 13.52 -11.12
H: 7.95 12.98 -11.65
H: 7.98 14.36 -10.64
H: 9.34 15.55 -12.74
H: 9.10 12.80 -13.64
H: 9.99 14.11 -14.59
C: 8.30 11.54 -4.74
C: 9.24 12.59 -5.28
C: 8.64 14.04 -5.41
O: 9.41 14.73 -4.49
C: 10.40 14.02 -3.97
O: 11.20 14.48 -3.16
O: 10.35 12.84 -4.42
H: 7.82 11.80 -3.80
H: 8.87 10.65 -4.63
H: 7.48 11.31 -5.44
H: 9.56 12.24 -6.30
H: 7.61 14.01 -5.05
H: 8.68 14.40 -6.43
C: 10.14 9.43 -11.64
C: 10.43 9.40 -10.13
C: 11.82 9.84 -9.76
O: 11.61 11.16 -9.44
C: 10.31 11.41 -9.29
O: 9.86 12.46 -8.87
O: 9.59 10.32 -9.58
H: 9.18 9.15 -11.96
H: 10.72 8.66 -12.17
H: 10.38 10.33 -12.14
H: 10.17 8.36 -9.76
H: 12.48 9.85 -10.57
H: 12.16 9.27 -8.89
C: 8.68 17.18 -10.21
O: 8.95 18.26 -9.45
C: 8.76 18.26 -8.07
O: 8.13 17.20 -7.44
O: 9.32 19.30 -7.46
C: 9.25 19.51 -6.04
H: 7.67 17.01 -10.37
H: 9.17 16.28 -9.84
H: 9.28 17.34 -11.12
H: 10.11 19.96 -5.69
H: 9.28 18.56 -5.48
H: 8.36 20.15 -5.76
C: 15.68 10.14 -10.46
O: 16.34 10.79 -9.36
C: 15.59 11.71 -8.69
O: 14.37 12.21 -9.18
O: 16.15 12.18 -7.57
C: 15.52 13.10 -6.70
H: 15.52 10.87 -11.26
H: 14.75 9.79 -10.06
H: 16.14 9.27 -10.98
H: 16.31 13.55 -6.12
H: 14.85 12.50 -6.06
H: 14.94 13.92 -7.02
C: 11.94 9.09 -15.04
O: 12.80 9.79 -14.18
C: 12.44 10.93 -13.70
O: 11.27 11.56 -14.19
O: 13.22 11.59 -12.83
C: 12.81 12.85 -12.26
H: 12.26 8.10 -15.29
H: 11.68 9.69 -15.89
H: 11.06 8.88 -14.43
H: 11.85 12.70 -11.79
H: 12.85 13.60 -13.05
H: 13.52 13.17 -11.53
C: 11.84 16.77 -7.08
C: 11.53 15.30 -7.49
C: 12.29 14.73 -8.66
C: 11.80 15.14 -9.96
N: 11.46 15.54 -11.01
H: 11.39 16.96 -6.04
H: 11.36 17.56 -7.58
H: 12.93 16.94 -7.02
H: 10.43 15.18 -7.76
H: 11.72 14.69 -6.57
H: 12.20 13.58 -8.68
H: 13.30 15.03 -8.57

SMILES: C[C@H]1COC(=O)O1.C[C@H]1COC(=O)O1.C[C@H]1COC(=O)O1.C[C@H]1COC(=O)O1.C[C@H]1COC(=O)O1.C[C@H]1COC(=O)O1.COC(=O)OC.COC(=O)OC.COC(=O)OC.CCCC#N
LUMO level, eV: 0.012
Total charge: 0
Kohn-Sham gap, eV: 9.79
Multiplicity: 1
Energy above the lowest of the compared OMol25 structures with the same formula, charge and spin, eV: 0.984

Record 2
Formula: C37H65BrClN3O9P2
Source: the Open Molecules 2025 dataset
Level of theory: wB97M-V/def2-TZVPD

Geometry (Å):
C: 1.41 -1.68 4.59
C: 1.66 -1.53 3.18
C: 1.96 -0.13 2.51
C: 1.13 0.29 1.21
C: -0.46 0.46 1.44
C: -0.95 0.51 2.97
O: -1.34 -0.59 3.46
Br: -1.08 2.08 4.15
N: 1.81 1.58 0.76
P: 1.32 2.98 1.69
O: 0.68 4.18 0.64
Cl: 3.12 3.84 2.49
C: 1.33 -0.70 -0.08
O: 0.76 -1.98 0.25
C: 1.19 -3.09 -0.56
C: 0.08 -4.28 -0.58
C: -0.84 -4.26 -1.90
C: -2.38 -4.20 -1.38
C: -3.42 -3.68 -2.49
C: -2.97 -2.19 -2.90
C: -4.12 -1.08 -2.82
C: -3.39 0.36 -3.07
C: -3.75 1.27 -1.77
C: -3.60 2.83 -2.15
C: -4.04 3.85 -0.98
C: -4.50 3.14 0.39
C: -6.03 2.59 0.35
N: -6.17 1.20 0.87
C: -7.28 0.29 0.52
C: -7.15 -1.08 1.25
C: -5.85 -1.00 2.13
C: -5.35 0.42 1.78
C: 2.90 -0.79 -0.52
C: 3.36 -0.03 -1.82
C: 4.89 -0.10 -2.21
C: 5.80 -0.91 -1.25
C: 5.12 -1.58 -0.02
N: 3.75 -1.54 0.36
P: 0.20 -0.09 -1.52
O: 0.53 -0.92 -2.98
O: 0.46 1.56 -1.89
H: 1.67 -2.67 5.12
H: 0.94 -0.86 5.23
H: 1.66 -2.52 2.59
H: 3.11 -0.07 2.36
H: 1.75 0.67 3.33
H: -1.08 -0.39 0.97
H: -0.89 1.42 0.93
H: 2.84 1.50 0.93
H: -0.10 4.55 1.13
H: 2.11 -3.56 -0.04
H: 1.51 -2.87 -1.63
H: -0.49 -4.28 0.41
H: 0.70 -5.26 -0.63
H: -0.55 -3.39 -2.57
H: -0.67 -5.22 -2.53
H: -2.38 -3.43 -0.51
H: -2.64 -5.23 -0.96
H: -4.48 -3.70 -2.02
H: -3.39 -4.43 -3.36
H: -2.42 -2.22 -3.92
H: -2.15 -1.86 -2.14
H: -4.57 -1.15 -1.75
H: -4.90 -1.32 -3.63
H: -2.24 0.18 -3.07
H: -3.74 0.82 -4.06
H: -4.82 0.98 -1.48
H: -2.97 1.01 -0.97
H: -4.27 3.02 -3.06
H: -2.48 3.05 -2.38
H: -4.85 4.55 -1.39
H: -3.12 4.50 -0.72
H: -4.50 3.97 1.19
H: -3.75 2.35 0.74
H: -6.75 3.25 0.94
H: -6.36 2.60 -0.76
H: -8.12 0.55 -0.20
H: -7.84 -1.99 1.18
H: -5.38 -1.77 2.82
H: -4.39 0.91 2.18
H: 2.70 0.56 -2.52
H: 5.25 0.43 -3.16
H: 6.93 -1.00 -1.48
H: 5.82 -2.19 0.66
H: -0.36 -1.16 -3.34
H: -0.26 2.15 -1.56
C: 5.66 -2.01 8.41
O: 6.12 -3.24 7.88
C: 5.06 -4.03 7.33
C: 5.04 -3.94 5.81
O: 4.67 -2.64 5.37
C: 5.80 -1.88 4.94
H: 6.53 -1.37 8.60
H: 5.00 -1.49 7.71
H: 5.13 -2.18 9.35
H: 4.10 -3.74 7.76
H: 5.26 -5.07 7.63
H: 4.27 -4.63 5.44
H: 6.00 -4.25 5.39
H: 6.14 -2.26 3.97
H: 6.62 -1.92 5.66
H: 5.49 -0.84 4.82
C: 2.18 2.82 -5.34
O: 2.04 3.88 -6.28
C: 0.72 3.95 -6.81
C: -0.09 5.07 -6.16
O: -0.35 4.78 -4.79
C: 0.50 5.50 -3.91
H: 3.13 2.96 -4.81
H: 1.38 2.81 -4.60
H: 2.21 1.86 -5.87
H: 0.21 2.99 -6.71
H: 0.82 4.17 -7.88
H: -1.06 5.14 -6.66
H: 0.42 6.03 -6.27
H: 0.20 6.55 -3.88
H: 1.55 5.42 -4.21
H: 0.39 5.08 -2.90

SMILES: C=CC[C@@](CC(=O)Br)(NP(O)Cl)[C@](OCCCCCCCCCCCCCn1cccc1)(c1ccccn1)P(O)O.COCCOC.COCCOC
LUMO level, eV: -0.062
Total charge: 0
Kohn-Sham gap, eV: 7.68
Multiplicity: 1
Energy above the lowest of the compared OMol25 structures with the same formula, charge and spin, eV: 11.786

Record 3
Formula: C37H65InN3O7
Source: the Open Molecules 2025 dataset
Level of theory: wB97M-V/def2-TZVPD

Geometry (Å):
C: 0.21 -5.14 2.00
C: -1.13 -4.39 1.39
O: -1.76 -3.45 2.35
C: -2.18 -5.58 0.92
O: -3.55 -5.11 1.22
In: -4.25 -3.85 -0.35
C: -4.75 -5.23 -2.12
C: -4.06 -4.56 -3.48
O: -3.72 -5.54 -4.52
C: -2.30 -5.48 -4.90
C: -1.87 -4.03 -5.61
O: -0.46 -4.05 -6.07
C: 0.41 -3.31 -5.12
C: 1.55 -4.03 -4.14
C: 2.52 -3.20 -3.08
C: 2.41 -1.54 -2.94
C: 3.38 -0.75 -1.83
C: 4.87 -0.68 -2.58
C: 2.75 0.75 -1.65
C: 3.37 -1.69 -0.49
C: 3.61 -0.92 0.93
C: 2.22 -0.23 1.56
C: 4.88 0.12 0.95
C: 3.99 -2.11 2.03
C: 1.32 -0.80 -3.92
C: 0.35 -1.64 -4.99
C: -6.05 -2.75 0.48
C: -6.35 -1.29 -0.19
C: -7.47 -0.28 0.54
C: -7.86 1.22 -0.07
C: -7.15 1.78 -1.47
C: -6.04 0.81 -2.18
C: -5.63 -0.68 -1.55
H: -0.09 -5.52 3.09
H: 1.04 -4.32 2.14
H: 0.58 -6.04 1.33
H: -0.86 -3.76 0.41
H: -1.65 -3.86 3.27
H: -2.00 -6.55 1.56
H: -2.13 -5.81 -0.23
H: -2.98 -2.66 -0.80
H: -5.93 -5.32 -2.23
H: -4.26 -6.28 -1.86
H: -3.15 -3.94 -3.10
H: -4.92 -3.87 -3.95
H: -2.12 -6.32 -5.73
H: -1.60 -5.76 -4.00
H: -2.59 -3.85 -6.54
H: -2.10 -3.12 -4.88
H: 1.63 -5.20 -4.18
H: 3.29 -3.84 -2.44
H: 4.66 -0.51 -3.72
H: 5.48 -1.70 -2.47
H: 5.51 0.24 -2.19
H: 1.62 0.72 -1.28
H: 3.34 1.46 -0.94
H: 2.76 1.27 -2.72
H: 4.27 -2.46 -0.61
H: 2.40 -2.38 -0.39
H: 2.31 -0.05 2.73
H: 1.35 -1.03 1.35
H: 1.98 0.82 1.05
H: 5.57 -0.05 1.91
H: 4.46 1.22 1.06
H: 5.58 0.06 0.01
H: 3.42 -3.13 1.79
H: 3.74 -1.73 3.13
H: 5.16 -2.25 1.99
H: 1.17 0.36 -3.92
H: -0.44 -1.05 -5.65
H: -5.85 -2.57 1.64
H: -7.00 -3.48 0.45
H: -8.03 -0.59 1.52
H: -8.67 1.89 0.46
H: -7.42 2.85 -1.93
H: -5.48 1.14 -3.16
H: -4.81 -1.35 -2.08
C: 1.65 4.71 1.34
C: 1.33 3.62 0.35
O: 2.17 2.81 -0.03
N: 0.05 3.55 -0.12
C: -1.07 4.40 0.20
H: 2.71 4.64 1.63
H: 1.48 5.68 0.89
H: 1.04 4.59 2.24
H: -0.09 2.79 -0.78
H: -1.86 3.77 0.62
H: -1.42 4.86 -0.72
H: -0.81 5.18 0.92
C: -2.55 8.13 3.52
C: -2.87 7.05 2.54
O: -2.03 6.23 2.16
N: -4.15 6.97 2.06
C: -5.27 7.83 2.38
H: -1.49 8.06 3.81
H: -2.72 9.11 3.07
H: -3.16 8.02 4.42
H: -4.29 6.22 1.40
H: -6.06 7.20 2.80
H: -5.62 8.29 1.46
H: -5.01 8.61 3.10
C: 7.82 1.56 5.03
C: 7.37 1.88 3.63
O: 7.01 1.00 2.84
N: 7.35 3.19 3.24
C: 7.73 4.35 4.01
H: 7.78 0.48 5.19
H: 8.86 1.89 5.17
H: 7.17 2.04 5.75
H: 7.03 3.32 2.29
H: 6.86 5.01 4.07
H: 8.54 4.86 3.49
H: 8.06 4.09 5.02

LUMO level, eV: 1.731
Total charge: -1
Kohn-Sham gap, eV: 6.45
Multiplicity: 1

Record 4
Formula: C37H66BCl2KN4O6P2S2
Source: the Open Molecules 2025 dataset
Level of theory: wB97M-V/def2-TZVPD

Geometry (Å):
K: 0.98 1.12 0.39
C: 0.44 5.94 1.06
C: -0.35 4.99 1.96
C: 0.68 4.13 2.73
C: -1.17 5.80 2.97
P: -1.26 3.73 0.89
C: -2.49 3.14 2.14
N: -3.00 1.81 1.92
B: -2.53 0.73 1.01
N: -3.51 -0.33 1.39
C: -3.61 -1.66 0.85
P: -3.60 -1.73 -1.01
C: -3.33 -3.59 -1.20
C: -3.66 -4.01 -2.63
C: -1.82 -3.77 -1.00
C: -4.05 -4.53 -0.22
C: -5.40 -1.33 -1.42
C: -5.70 0.03 -0.77
C: -5.49 -1.14 -2.94
C: -6.47 -2.33 -0.98
C: -4.35 0.06 2.41
C: -5.37 -0.60 3.08
C: -6.08 0.08 4.08
C: -5.76 1.39 4.40
C: -4.73 2.06 3.73
C: -4.04 1.40 2.74
C: -2.37 4.64 -0.34
C: -1.51 5.03 -1.55
C: -3.40 3.61 -0.81
C: -3.11 5.88 0.17
H: 1.18 6.47 1.67
H: -0.20 6.69 0.59
H: 0.99 5.39 0.29
H: 1.22 4.76 3.44
H: 1.41 3.69 2.05
H: 0.22 3.32 3.30
H: -0.50 6.50 3.48
H: -1.61 5.16 3.73
H: -1.96 6.38 2.50
H: -3.32 3.86 2.21
H: -1.98 3.18 3.12
H: -4.52 -2.14 1.21
H: -2.77 -2.28 1.19
H: -3.19 -3.34 -3.36
H: -4.73 -4.03 -2.82
H: -3.28 -5.03 -2.82
H: -1.23 -3.11 -1.64
H: -1.54 -4.81 -1.22
H: -1.51 -3.56 0.03
H: -5.13 -4.49 -0.33
H: -3.80 -4.30 0.81
H: -3.74 -5.56 -0.42
H: -4.90 0.75 -0.96
H: -5.82 -0.05 0.31
H: -6.63 0.42 -1.19
H: -4.77 -0.39 -3.27
H: -6.49 -0.79 -3.21
H: -5.30 -2.05 -3.50
H: -6.41 -2.54 0.09
H: -6.41 -3.27 -1.52
H: -7.47 -1.91 -1.17
H: -5.62 -1.63 2.86
H: -6.87 -0.43 4.61
H: -6.31 1.90 5.18
H: -4.48 3.08 4.00
H: -0.89 4.19 -1.88
H: -0.85 5.87 -1.34
H: -2.16 5.32 -2.38
H: -2.93 2.68 -1.13
H: -3.98 4.03 -1.64
H: -4.10 3.35 -0.01
H: -2.42 6.69 0.41
H: -3.71 5.66 1.05
H: -3.79 6.24 -0.62
Cl: 0.63 -2.08 1.20
C: 1.99 -2.42 2.28
Cl: 3.32 -3.26 1.45
H: 1.64 -3.08 3.06
H: 2.37 -1.49 2.68
C: 1.60 -3.75 -2.33
N: 1.45 -2.33 -2.51
C: 2.65 -1.63 -2.08
C: 1.06 -2.02 -3.87
C: 0.97 -0.52 -4.17
N: 0.21 0.24 -3.20
C: 0.41 1.66 -3.38
C: -1.19 -0.10 -3.17
H: 1.78 -3.97 -1.28
H: 2.43 -4.17 -2.93
H: 0.68 -4.26 -2.63
H: 3.52 -1.86 -2.73
H: 2.90 -1.94 -1.07
H: 2.50 -0.55 -2.08
H: 0.10 -2.50 -4.06
H: 1.77 -2.45 -4.60
H: 0.56 -0.41 -5.19
H: 1.98 -0.10 -4.19
H: 0.05 2.01 -4.37
H: 1.47 1.90 -3.27
H: -0.15 2.19 -2.61
H: -1.71 0.19 -4.11
H: -1.68 0.38 -2.32
H: -1.32 -1.18 -3.03
O: 2.32 3.26 -0.50
S: 3.60 2.66 -0.89
O: 3.85 1.47 0.52
O: 3.45 1.68 -1.97
C: 4.67 1.93 1.49
C: 5.90 2.48 1.11
C: 6.79 3.01 2.04
C: 6.47 2.97 3.39
C: 5.28 2.39 3.78
C: 4.37 1.86 2.86
S: 2.99 1.02 3.67
O: 2.62 1.90 4.76
O: 3.55 -0.26 4.09
O: 1.93 0.84 2.68
H: 6.16 2.49 0.06
H: 7.72 3.43 1.70
H: 7.15 3.38 4.13
H: 5.01 2.34 4.83

LUMO level, eV: 3.859
Total charge: -2
Kohn-Sham gap, eV: 4.57
Multiplicity: 1
Energy above the lowest of the compared OMol25 structures with the same formula, charge and spin, eV: 0.155